1.
Formula: C44H56N3O2P2SbV
Source: the Open Molecules 2025 dataset
Level of theory: ωB97M-V/def2-TZVPD

Each line ends with the Mulliken spin population.
Cartesian coordinates (Å):
1 V 0.461 0.315 0.392  1.0282
2 C -1.472 2.715 -1.589  -0.0035
3 P -1.524 1.539 -0.169  -0.0729
4 C -1.838 2.799 1.167  0.0125
5 C -3.297 1.011 -0.372  -0.0099
6 C -3.913 0.319 0.835  0.0055
7 P -2.963 -1.178 1.379  0.0053
8 C -3.181 -2.156 -0.170  -0.0002
9 C -4.340 -1.957 2.346  -0.0006
10 H -2.450 3.184 -1.719  -0.0008
11 H -1.207 2.177 -2.497  -0.0005
12 H -0.733 3.491 -1.385  0.0001
13 H -2.498 3.597 0.822  0.0008
14 H -0.900 3.236 1.505  -0.0031
15 H -2.299 2.304 2.020  -0.0009
16 H -3.325 0.357 -1.246  -0.0009
17 H -3.882 1.912 -0.597  0.0005
18 H -4.936 0.005 0.595  -0.0003
19 H -3.972 0.992 1.697  0.0000
20 H -4.209 -2.088 -0.528  -0.0002
21 H -2.941 -3.203 0.013  0.0001
22 H -2.507 -1.749 -0.921  -0.0010
23 H -5.253 -1.983 1.754  0.0005
24 H -4.516 -1.384 3.252  0.0000
25 H -4.065 -2.974 2.621  -0.0002
26 N 0.128 -2.329 0.308  0.0044
27 C 1.438 -2.958 0.305  -0.0005
28 C 2.390 -2.185 1.221  0.0006
29 N 2.394 -0.784 0.821  -0.0028
30 H -0.434 -2.674 1.078  -0.0065
31 H -0.357 -2.536 -0.557  0.0026
32 H 1.832 -2.918 -0.716  -0.0008
33 H 1.412 -4.013 0.620  0.0003
34 H 3.390 -2.643 1.149  0.0008
35 H 2.060 -2.261 2.265  0.0020
36 H 2.568 -0.732 -0.184  -0.0019
37 H 3.158 -0.292 1.280  -0.0017
38 C -3.961 0.823 6.062  -0.0001
39 C -3.277 1.916 5.554  -0.0007
40 C -2.210 1.735 4.688  0.0001
41 C -1.798 0.460 4.326  -0.0055
42 C -2.499 -0.625 4.831  0.0009
43 C -3.571 -0.450 5.688  -0.0006
44 Sb -0.087 0.161 3.000  -0.0081
45 C 1.363 1.135 4.307  -0.0006
46 C 2.688 1.209 3.895  -0.0021
47 C 3.667 1.756 4.706  -0.0003
48 C 3.325 2.252 5.952  -0.0002
49 C 2.008 2.191 6.374  0.0003
50 C 1.035 1.631 5.561  -0.0008
51 C 0.269 -1.755 3.950  0.0036
52 C -0.501 -2.856 3.600  0.0043
53 C -0.365 -4.063 4.264  0.0000
54 C 0.554 -4.188 5.291  -0.0006
55 C 1.336 -3.101 5.639  -0.0001
56 C 1.189 -1.893 4.977  0.0016
57 H -4.788 0.959 6.745  0.0000
58 H -3.568 2.916 5.843  0.0000
59 H -1.678 2.601 4.310  0.0001
60 H -2.198 -1.629 4.573  -0.0007
61 H -4.095 -1.314 6.072  0.0000
62 H 2.965 0.823 2.924  0.0086
63 H 4.694 1.792 4.368  -0.0001
64 H 4.083 2.679 6.592  -0.0001
65 H 1.736 2.576 7.347  0.0000
66 H 0.016 1.561 5.916  0.0003
67 H -1.249 -2.768 2.818  -0.0039
68 H -0.987 -4.903 3.988  0.0000
69 H 0.654 -5.126 5.816  0.0000
70 H 2.058 -3.185 6.438  0.0001
71 H 1.793 -1.049 5.278  0.0007
72 C 1.557 2.223 0.416  0.0358
73 C 2.602 2.250 -0.588  0.0420
74 C 2.303 2.528 -1.935  -0.0137
75 C 3.276 2.572 -2.903  -0.0009
76 C 4.615 2.336 -2.564  -0.0017
77 C 4.943 2.080 -1.228  0.0027
78 C 3.956 2.038 -0.269  -0.0131
79 C 5.614 2.369 -3.554  0.0003
80 N 6.428 2.386 -4.366  -0.0006
81 H 0.820 2.997 0.199  -0.0077
82 H 1.967 2.386 1.420  -0.0261
83 H 1.274 2.704 -2.213  -0.0020
84 H 3.024 2.788 -3.933  0.0001
85 H 5.979 1.929 -0.957  0.0003
86 H 4.238 1.880 0.765  -0.0012
87 C 2.358 -5.593 -4.229  -0.0002
88 C 1.750 -4.280 -3.840  0.0014
89 C 2.541 -3.157 -3.647  -0.0005
90 C 2.009 -1.941 -3.247  0.0016
91 C 2.955 -0.779 -3.149  0.0039
92 C 0.626 -1.831 -2.992  0.0025
93 C -0.196 -2.920 -3.330  0.0036
94 C -1.696 -2.851 -3.324  -0.0010
95 C 0.379 -4.123 -3.724  -0.0011
96 C 0.118 -0.676 -2.152  -0.0070
97 O -1.077 -0.323 -2.112  0.0130
98 O 0.996 -0.181 -1.392  0.0199
99 H 3.299 -5.757 -3.705  0.0001
100 H 2.567 -5.615 -5.299  0.0001
101 H 1.681 -6.413 -3.999  0.0000
102 H 3.608 -3.233 -3.795  0.0000
103 H 3.547 -0.826 -2.233  -0.0012
104 H 2.419 0.164 -3.150  -0.0016
105 H 3.647 -0.789 -3.991  0.0008
106 H -2.032 -1.848 -3.088  0.0001
107 H -2.124 -3.563 -2.617  0.0002
108 H -2.069 -3.110 -4.313  0.0002
109 H -0.268 -4.966 -3.937  0.0000

## Properties
spin multiplicity	2
E_HOMO (alpha / beta)	-6.70 / -6.06	eV
total energy	-105905.0554	eV
strongest force on any atom	1.74	eV/Å
⟨S²⟩	0.762

=====

2.
Formula: C23H51F9O9P
Source: the Open Molecules 2025 dataset
Level of theory: ωB97M-V/def2-TZVPD

Each line ends with the Löwdin charge.
Cartesian coordinates (Å):
1 O 3.131 -2.852 -0.369  -0.4103
2 P 1.786 -2.187 0.028  0.5760
3 O 1.616 -0.851 -1.059  -0.2262
4 O 1.998 -1.642 1.633  -0.2247
5 C 0.469 -3.482 -0.207  -0.1715
6 C -0.864 -3.157 0.576  -0.3975
7 F -1.601 -4.395 0.624  -0.0146
8 F -0.659 -2.810 1.974  -0.0266
9 C -1.815 -2.113 -0.182  -0.2496
10 F -3.148 -2.627 -0.071  0.0492
11 F -1.512 -2.138 -1.544  0.0920
12 C -1.867 -0.657 0.457  -0.2117
13 F -2.473 -0.663 1.742  0.0724
14 F -0.617 -0.043 0.619  0.0896
15 C -2.756 0.396 -0.396  -0.3453
16 F -4.117 0.042 -0.350  0.1052
17 F -2.612 1.630 0.287  0.0823
18 F -2.286 0.591 -1.686  0.1229
19 H 1.934 -0.087 -0.514  0.0179
20 H 1.370 -0.923 1.860  0.0433
21 H 0.881 -4.424 0.298  0.0528
22 C -3.921 -0.564 6.844  -0.0746
23 C -2.938 -0.451 5.689  -0.4988
24 C -3.196 -1.519 4.637  -0.0604
25 O -1.607 -0.583 6.184  -0.0567
26 H -3.826 -1.533 7.344  0.0776
27 H -3.718 0.202 7.598  0.0746
28 H -4.952 -0.450 6.499  0.0761
29 H -3.019 0.540 5.234  0.1384
30 H -3.076 -2.521 5.061  0.0855
31 H -2.478 -1.434 3.820  0.0577
32 H -4.205 -1.432 4.226  0.0838
33 H -1.526 -1.455 6.588  0.0862
34 C 3.421 4.269 -0.334  -0.0674
35 C 3.329 2.822 0.125  -0.4869
36 C 4.656 2.102 -0.046  -0.0503
37 O 2.322 2.147 -0.629  -0.0599
38 H 3.680 4.326 -1.396  0.0801
39 H 2.457 4.771 -0.216  0.0774
40 H 4.173 4.818 0.238  0.0779
41 H 3.024 2.789 1.174  0.1409
42 H 4.959 2.083 -1.098  0.0903
43 H 4.572 1.061 0.277  0.0840
44 H 5.444 2.586 0.535  0.0665
45 H 2.580 2.170 -1.560  0.0972
46 C 7.541 1.593 3.942  -0.0683
47 C 6.965 1.110 2.620  -0.5077
48 C 6.315 -0.254 2.757  -0.0559
49 O 8.007 1.044 1.647  -0.0584
50 H 8.318 0.909 4.302  0.0783
51 H 8.013 2.572 3.821  0.0746
52 H 6.764 1.671 4.707  0.0779
53 H 6.226 1.828 2.258  0.1064
54 H 7.042 -1.007 3.076  0.0690
55 H 5.918 -0.588 1.795  0.0823
56 H 5.499 -0.229 3.483  0.0865
57 H 8.664 0.410 1.960  0.0854
58 C -3.942 2.320 -6.073  -0.0588
59 C -3.777 0.809 -6.037  -0.4960
60 C -4.755 0.169 -5.064  -0.0562
61 O -2.444 0.487 -5.651  -0.0518
62 H -3.745 2.758 -5.089  0.0832
63 H -3.226 2.768 -6.768  0.0784
64 H -4.952 2.600 -6.383  0.0566
65 H -3.933 0.398 -7.038  0.1368
66 H -4.586 0.532 -4.045  0.0793
67 H -4.617 -0.915 -5.039  0.0827
68 H -5.789 0.384 -5.344  0.0645
69 H -2.296 0.846 -4.766  0.0828
70 C 5.738 -5.530 3.286  -0.0728
71 C 5.684 -4.284 2.415  -0.4891
72 C 5.501 -4.638 0.949  -0.0700
73 O 6.890 -3.537 2.572  -0.0758
74 H 6.584 -6.166 3.004  0.0737
75 H 5.882 -5.259 4.336  0.0726
76 H 4.818 -6.113 3.197  0.0791
77 H 4.862 -3.643 2.743  0.1425
78 H 6.339 -5.245 0.586  0.0747
79 H 5.474 -3.735 0.337  0.0668
80 H 4.574 -5.194 0.791  0.0822
81 H 7.629 -4.088 2.285  0.0824
82 C -7.732 4.515 -4.838  -0.0621
83 C -7.911 3.276 -5.701  -0.5045
84 C -9.257 3.285 -6.410  -0.0664
85 O -7.812 2.111 -4.885  -0.0596
86 H -8.501 4.563 -4.061  0.0808
87 H -6.766 4.490 -4.327  0.0798
88 H -7.785 5.426 -5.439  0.0793
89 H -7.107 3.223 -6.440  0.1215
90 H -10.078 3.291 -5.686  0.0800
91 H -9.376 2.384 -7.017  0.0799
92 H -9.356 4.159 -7.058  0.0786
93 H -8.518 2.147 -4.228  0.0898

## Properties
E_HOMO	-4.20	eV
charge	-1
total energy	-76853.2911	eV
strongest force on any atom	4.87	eV/Å

=====

3.
Formula: C38H40FN7O13
Source: the Open Molecules 2025 dataset
Level of theory: ωB97M-V/def2-TZVPD

Each line ends with the Löwdin charge.
Cartesian coordinates (Å):
1 C 3.603 0.003 4.638  -0.1063
2 C 4.044 0.222 3.073  -0.1782
3 O 3.741 1.550 2.515  -0.1395
4 N 2.726 2.159 3.153  -0.1370
5 C 2.862 3.683 3.079  -0.0523
6 C 3.228 4.159 4.633  -0.2439
7 C 2.976 3.181 5.928  -0.0693
8 N 3.788 5.417 4.767  0.0758
9 C 1.370 1.783 2.581  -0.1957
10 O 1.231 1.197 1.359  -0.0104
11 O 0.186 2.136 3.393  -0.0350
12 C -0.468 0.950 3.965  -0.2666
13 C -0.734 1.227 5.560  -0.0329
14 F 0.233 -0.332 3.726  -0.0651
15 H 4.278 0.605 5.415  0.0821
16 H 3.818 -1.146 4.882  0.0961
17 H 2.470 0.169 4.866  0.0552
18 H 5.231 0.118 3.046  0.1369
19 H 3.641 -0.669 2.409  0.1303
20 H 1.801 4.131 2.796  0.1511
21 H 3.657 4.032 2.289  0.1290
22 H 2.219 2.304 5.747  0.0389
23 H 2.563 3.805 6.836  0.0897
24 H 4.000 2.692 6.269  0.0861
25 H 3.855 5.803 3.785  0.0067
26 H -1.538 0.854 3.448  0.1614
27 H -1.230 2.307 5.643  0.1107
28 H -1.438 0.442 6.079  0.0985
29 H 0.273 1.299 6.186  0.0820
30 C -0.399 0.749 -2.062  -0.0534
31 C 0.443 -0.022 -1.259  -0.0514
32 C 0.560 -1.395 -1.484  0.0103
33 C -0.170 -1.988 -2.523  -0.1427
34 C -1.021 -1.217 -3.326  -0.0090
35 C -1.133 0.154 -3.090  -0.0649
36 N -0.031 -3.426 -2.781  -0.3018
37 O 0.718 -4.077 -2.037  0.0684
38 O -0.667 -3.906 -3.730  0.0197
39 H -0.483 1.820 -1.886  0.1127
40 H 1.011 0.448 -0.458  0.0692
41 H 1.221 -1.982 -0.849  0.1187
42 H -1.598 -1.665 -4.133  0.1117
43 H -1.789 0.762 -3.709  0.1048
44 C 3.532 10.307 -0.268  -0.0674
45 C 2.534 9.424 0.147  -0.0623
46 C 2.879 8.192 0.706  0.0051
47 C 4.232 7.855 0.850  -0.1337
48 C 5.235 8.737 0.427  0.0045
49 C 4.878 9.965 -0.133  -0.0624
50 N 4.601 6.572 1.460  -0.2856
51 O 3.684 5.811 1.804  -0.0207
52 O 5.807 6.325 1.600  0.0965
53 H 3.258 11.269 -0.698  0.1101
54 H 1.487 9.697 0.037  0.1108
55 H 2.089 7.514 1.024  0.1203
56 H 6.289 8.486 0.528  0.1211
57 H 5.650 10.657 -0.462  0.1106
58 C -1.898 -5.121 2.141  -0.0700
59 C -3.241 -5.272 2.490  -0.0691
60 C -3.970 -4.177 2.956  -0.0027
61 C -3.343 -2.928 3.065  -0.1396
62 C -1.993 -2.775 2.723  0.0078
63 C -1.273 -3.879 2.261  -0.0580
64 N -4.111 -1.767 3.531  -0.3192
65 O -5.298 -1.946 3.842  0.0661
66 O -3.530 -0.673 3.582  0.0446
67 H -1.335 -5.977 1.772  0.1091
68 H -3.721 -6.244 2.395  0.1080
69 H -5.016 -4.310 3.224  0.1180
70 H -1.492 -1.813 2.808  0.0994
71 H -0.225 -3.770 1.990  0.1107
72 C -6.289 -2.267 -2.409  -0.0716
73 C -7.212 -1.270 -2.089  -0.0658
74 C -7.075 0.010 -2.629  0.0009
75 C -6.006 0.281 -3.494  -0.1418
76 C -5.073 -0.715 -3.811  -0.0049
77 C -5.220 -1.991 -3.263  -0.0650
78 N -5.870 1.618 -4.085  -0.3255
79 O -6.705 2.478 -3.765  0.0632
80 O -4.932 1.810 -4.871  0.0555
81 H -6.404 -3.265 -1.990  0.1079
82 H -8.042 -1.492 -1.422  0.1092
83 H -7.803 0.776 -2.370  0.1195
84 H -4.236 -0.517 -4.477  0.1100
85 H -4.503 -2.772 -3.505  0.1072
86 C -0.178 -7.034 -4.804  -0.0633
87 C -0.084 -8.290 -5.405  -0.0710
88 C 0.595 -8.436 -6.616  -0.0069
89 C 1.183 -7.314 -7.217  -0.1470
90 C 1.084 -6.051 -6.619  0.0078
91 C 0.400 -5.916 -5.409  -0.0614
92 N 1.920 -7.467 -8.477  -0.3282
93 O 1.970 -8.597 -8.984  0.0557
94 O 2.454 -6.457 -8.959  0.0574
95 H -0.704 -6.925 -3.857  0.1072
96 H -0.538 -9.155 -4.928  0.1054
97 H 0.660 -9.422 -7.072  0.1165
98 H 1.531 -5.171 -7.076  0.1183
99 H 0.319 -4.940 -4.935  0.0677

## Properties
E_HOMO	-9.23	eV
total energy	-79798.7672	eV
SMILES	[H]/N=C(/C)CN(OCC)C(=O)O[C@H](C)F.O=[N+]([O-])c1ccccc1.O=[N+]([O-])c1ccccc1.O=[N+]([O-])c1ccccc1.O=[N+]([O-])c1ccccc1.O=[N+]([O-])c1ccccc1
strongest force on any atom	9.19	eV/Å